1.
# C11H21AgN2S4Sb2

C11H21AgN2S4Sb2 as an isolated structure at a distorted geometry (ωB97M-V/def2-TZVPD, OMol25).

Structure (XYZ):
```
41
C11H21AgN2S4Sb2 | OMol25 | ωB97M-V/def2-TZVPD
Sb 15.00 13.86 6.00
Sb 9.41 10.99 6.55
Ag 13.49 10.93 6.67
S 15.20 15.16 4.14
S 15.79 11.60 5.46
S 15.89 14.67 7.92
S 12.73 13.24 6.46
N 15.94 8.72 6.79
N 13.65 8.50 6.75
C 8.73 12.90 4.04
C 12.59 7.73 6.58
C 14.97 6.51 6.62
C 9.45 12.79 5.37
C 7.25 10.79 6.85
C 14.88 7.92 6.69
C 9.43 9.60 4.88
C 6.30 11.60 5.98
C 8.11 8.97 4.45
C 12.61 6.35 6.33
C 13.85 5.77 6.47
H 9.06 12.07 3.42
H 7.54 8.46 5.28
H 7.04 9.76 6.78
H 15.82 9.75 6.57
H 6.54 12.67 5.94
H 6.26 11.23 4.95
H 10.07 8.77 5.25
H 8.31 8.15 3.76
H 13.91 4.68 6.41
H 7.46 9.68 4.02
H 11.68 5.78 6.17
H 16.87 8.32 6.64
H 7.11 11.09 7.88
H 9.94 10.09 4.04
H 9.13 13.60 6.05
H 15.93 6.03 6.65
H 10.52 12.98 5.16
H 5.25 11.53 6.33
H 11.61 8.21 6.64
H 9.02 13.82 3.57
H 7.65 12.78 4.16
```

Computed properties:
M = 661.0 g/mol
LUMO energy = 4.18 eV
Charge = -2
HOMO-LUMO gap = 5.03 eV

Löwdin population analysis, charges in e, atoms 1 to 4: Sb -0.340; Sb 1.326; Ag 0.287; S -0.416

=====

2.
# C11H21AlCl3IO4P2

C11H21AlCl3IO4P2 as an isolated structure at a distorted geometry (ωB97M-V/def2-TZVPD, OMol25).

Structure (XYZ):
```
43
C11H21AlCl3IO4P2 | OMol25 | ωB97M-V/def2-TZVPD
I -0.20 -2.37 -1.22
Cl 1.76 3.13 3.96
Cl -0.84 4.23 4.53
Cl 0.09 1.82 6.02
P 2.26 0.22 0.39
P -2.35 0.31 0.43
Al -0.08 0.22 1.28
O -1.76 1.59 3.32
O -0.02 0.15 -2.74
O 0.04 2.94 -0.41
O 0.36 0.89 2.92
C 0.11 2.70 4.48
C -0.10 -1.06 -2.92
C -3.21 1.91 0.42
C -3.34 -0.64 1.62
C 3.12 -0.96 1.48
C -3.06 -0.37 -1.11
C 2.97 -0.15 -1.25
C -0.03 1.87 0.04
C -0.08 -1.75 -4.24
C -0.55 1.67 3.49
C 3.21 1.72 0.78
H -3.10 -1.71 1.57
H -4.15 -0.31 -1.02
H -3.14 -0.27 2.63
H -3.04 2.44 1.37
H 0.40 -2.73 -4.11
H 2.80 -0.79 2.52
H 2.81 -1.20 -1.51
H 4.20 -0.82 1.40
H -2.71 0.18 -1.99
H 0.43 -1.13 -4.98
H 4.05 0.05 -1.25
H 2.90 2.54 0.12
H -2.75 -1.42 -1.21
H 3.02 2.02 1.82
H 4.28 1.52 0.64
H -1.10 -1.92 -4.59
H 2.85 -1.98 1.20
H -4.29 1.71 0.27
H -2.84 2.54 -0.40
H 2.51 0.46 -2.03
H -4.39 -0.46 1.33
```

Computed properties:
M = 539.5 g/mol
LUMO energy = -8.18 eV
Charge = +2
HOMO-LUMO gap = 7.84 eV

Löwdin population analysis, charges in e, atoms 1 to 4: I 1.028; Cl 0.647; Cl 0.640; Cl 0.695

=====

3.
# C11H21ClF5O2P2Sm

C11H21ClF5O2P2Sm as an isolated structure at a distorted geometry (ωB97M-V/def2-TZVPD, OMol25).

Structure (XYZ):
```
43
C11H21ClF5O2P2Sm | OMol25 | ωB97M-V/def2-TZVPD
Sm 0.85 -0.38 -0.95
Cl -1.79 2.04 -1.93
P 1.95 1.81 0.74
P -1.57 -1.99 -0.56
F 2.68 -1.48 -1.52
F 2.43 -3.50 1.91
F 1.28 -3.69 0.08
F 3.64 -1.20 0.85
F 3.50 -3.68 -0.03
O 0.13 -0.66 2.58
O -2.95 1.87 0.41
C -2.99 2.49 -0.63
C 2.46 -1.66 0.40
C -3.21 -1.43 -1.07
C 2.76 1.93 2.38
C -3.95 3.59 -1.01
C 2.43 -3.12 0.60
C 3.49 2.04 -0.27
C -2.11 -3.39 0.52
C 1.28 3.51 0.68
C 0.31 -0.57 1.44
C -1.15 -3.04 -2.02
H 3.35 1.02 2.57
H 4.15 1.16 -0.18
H 2.01 2.01 3.16
H -2.80 -4.05 -0.03
H -3.41 4.50 -1.32
H 3.97 2.94 0.15
H -0.27 -3.68 -1.82
H -4.64 3.29 -1.82
H -0.93 -2.44 -2.91
H 2.12 4.20 0.84
H 0.80 3.70 -0.28
H -3.11 -0.72 -1.88
H -3.71 -0.92 -0.24
H -1.24 -3.98 0.85
H 3.27 2.19 -1.34
H -2.05 -3.66 -2.19
H 3.42 2.81 2.39
H 0.54 3.64 1.48
H -3.80 -2.30 -1.39
H -4.52 3.80 -0.10
H -2.61 -3.03 1.43
```

Computed properties:
⟨S²⟩ = 8.762
M = 528.0 g/mol
LUMO energy (alpha / beta) = -8.84 / -7.84 eV
Charge = +2
HOMO-LUMO gap (alpha / beta) = 7.67 / 8.71 eV
Multiplicity = 6

Löwdin population analysis, charges in e, atoms 1 to 4: Sm 1.446; Cl 0.567; P 0.745; P 0.731

=====

4.
# C11H21N3O3S

A single C11H21N3O3S molecule at a distorted geometry (ωB97M-V/def2-TZVPD, OMol25).

Structure (XYZ):
```
39
C11H21N3O3S | OMol25 | ωB97M-V/def2-TZVPD
S -1.53 -0.57 -3.35
O -2.25 -2.65 1.54
O 2.48 2.83 -0.23
O 1.43 2.48 1.81
N -0.06 -0.91 -1.35
N -2.12 -1.99 -1.39
N 0.64 1.60 0.00
C 4.21 4.33 -0.34
C -1.28 -1.17 -1.78
C -1.72 -3.23 -0.69
C 0.61 1.46 -1.35
C 0.82 0.17 -1.82
C -0.01 -0.66 0.37
C -2.67 -3.49 0.60
C -3.23 -2.58 2.77
C -0.32 0.78 0.65
C 3.27 3.56 0.65
C 1.47 2.37 0.64
H -3.65 -3.53 0.04
H -2.45 -4.67 0.96
H -3.00 -1.82 3.42
H 0.74 -0.09 -2.91
H -3.10 -3.71 3.26
H -0.37 0.92 1.66
H -0.43 1.78 -1.83
H 1.87 -0.24 -1.54
H 3.56 5.14 -0.97
H -1.75 -4.32 -1.21
H 5.18 4.75 0.18
H -2.96 -2.24 -2.11
H -0.65 -3.27 -0.14
H 1.47 2.09 -1.90
H 3.88 2.95 1.31
H 0.76 -0.99 0.88
H -4.06 -2.81 2.55
H -1.41 1.12 0.49
H -0.92 -1.25 0.66
H 2.78 4.30 1.36
H 4.79 3.56 -0.89
```

Computed properties:
M = 275.4 g/mol
LUMO energy = 0.59 eV
Charge = 0
HOMO-LUMO gap = 8.17 eV
Structure (SMILES) = CCOC(=O)N1CCN(C(=S)NCCOC)CC1

Löwdin population analysis, charges in e, atoms 1 to 4: S 0.609; O -0.202; O -0.017; O 0.128